This record from the Open Molecules 2025 dataset describes 7 unconnected molecules or ions with the total composition C27H38O19 at a distorted geometry. The level of theory is ωB97M-V/def2-TZVPD.

Computed properties:
**Max |F|**: 3.0 eV/Å
**E**: -67514.548 eV
**LUMO**: -1.66 eV
**Kohn-Sham gap**: 8.386 eV
**SMILES**: O=C1C=CC(=O)C=C1.O=C1C=CC(=O)C=C1.COC(=O)OC.COC(=O)OC.COC(=O)OC.COC(=O)OC.COC(=O)OC
**HOMO level**: -0.36910 Eh

```
84
Properties=species:S:1:pos:R:3:forces:R:3:mulliken_charge:R:1
O 6.721 5.703 0.077 -1.08 -1.98 -0.87 -0.564
C 6.232 4.718 -0.506 1.33 1.98 0.16 0.175
C 5.072 3.968 0.008 0.32 1.13 0.55 -0.257
C 4.651 2.884 -0.615 -1.30 0.21 0.22 0.500
C 5.258 2.416 -1.842 0.31 -2.03 -1.76 0.404
O 4.937 1.328 -2.363 0.44 1.98 0.89 -0.545
C 6.327 3.247 -2.463 -0.28 -0.39 0.43 -0.521
C 6.803 4.310 -1.837 -0.36 -0.20 1.42 -0.476
H 4.574 4.455 0.850 0.02 -0.52 -0.16 0.486
H 3.701 2.444 -0.354 0.11 -0.26 0.31 -0.091
H 6.769 2.855 -3.348 0.17 -0.21 -0.64 0.444
H 7.690 4.838 -2.098 0.36 0.43 -0.52 0.414
O -4.167 0.735 2.385 -0.14 0.10 -0.08 -0.584
C -3.516 0.438 3.362 0.53 -0.13 0.15 0.337
C -4.079 -0.512 4.377 1.19 0.86 1.31 -0.539
C -3.461 -0.702 5.569 0.39 -0.36 -1.86 -0.537
C -2.121 -0.054 5.777 0.59 -0.15 1.30 0.263
O -1.553 -0.147 6.860 -0.51 0.00 -0.88 -0.570
C -1.450 0.657 4.653 -0.25 -0.02 -0.37 -0.387
C -2.095 0.917 3.527 -0.97 -0.67 -0.23 0.116
H -5.009 -0.926 4.071 -0.60 -0.54 0.01 0.483
H -3.707 -1.507 6.270 -0.25 0.70 -0.02 0.393
H -0.408 0.929 4.707 0.12 -0.05 0.59 0.471
H -1.620 1.329 2.643 -0.03 0.26 0.09 0.600
C 2.208 2.722 3.223 1.28 0.31 0.37 -0.712
O 2.378 3.237 1.894 -0.95 0.32 -0.14 -0.201
C 1.247 3.629 1.247 1.12 -1.17 0.97 0.843
O 1.244 3.852 0.084 0.28 0.63 -1.22 -0.550
O 0.199 3.673 2.049 0.08 0.48 -0.15 -0.294
C -0.922 4.250 1.377 -0.52 -0.15 0.32 -0.776
H 1.685 1.780 3.182 -0.73 -0.06 0.13 0.230
H 1.814 3.473 3.951 0.14 -0.76 -0.76 0.263
H 3.236 2.448 3.482 -0.16 0.25 0.31 0.318
H -0.722 5.275 1.064 -0.02 0.00 0.32 0.358
H -1.693 4.148 2.125 -0.47 0.41 -0.05 0.248
H -1.179 3.688 0.494 -0.01 -0.35 -0.21 0.258
C 1.375 -3.960 2.713 -0.83 -0.82 -0.14 -0.676
O 0.261 -3.077 2.965 0.05 -0.05 -0.06 -0.298
C -0.823 -3.149 2.181 0.72 -0.13 -0.88 0.826
O -1.820 -2.518 2.386 -0.35 0.31 0.49 -0.492
O -0.632 -3.924 1.106 -0.38 0.01 0.04 -0.392
C -1.744 -3.898 0.126 0.43 -0.04 1.29 -0.292
H 1.045 -4.986 2.931 0.10 0.17 -0.36 0.308
H 2.113 -3.740 3.459 0.40 0.50 0.17 0.270
H 1.763 -3.897 1.687 -0.18 0.16 0.44 0.244
H -1.772 -2.887 -0.292 0.08 -0.55 -0.39 -0.018
H -2.687 -4.048 0.689 0.54 -0.20 -0.59 0.301
H -1.463 -4.730 -0.539 -0.54 0.73 0.01 0.262
C 1.214 -2.965 -3.000 -0.22 -1.02 0.53 -0.333
O 0.251 -2.446 -3.899 -0.35 0.16 -0.76 -0.344
C 0.409 -1.228 -4.406 -0.95 0.66 0.01 0.967
O -0.498 -0.633 -4.946 0.71 -0.39 0.05 -0.633
O 1.634 -0.769 -4.213 0.86 -0.41 0.42 -0.303
C 2.029 0.458 -4.816 -0.62 -0.42 -0.11 -0.755
H 2.209 -2.556 -3.172 -0.24 -0.02 0.26 0.298
H 1.238 -4.063 -3.173 -0.06 0.73 0.22 0.313
H 0.784 -2.739 -2.009 0.77 -0.21 -0.10 -0.038
H 1.684 1.275 -4.200 0.01 0.36 0.05 0.254
H 1.531 0.461 -5.768 0.04 0.57 -0.59 0.403
H 3.109 0.436 -4.907 0.03 0.03 0.07 0.221
C -3.359 -1.840 -4.287 -0.24 0.82 0.89 -0.566
O -4.632 -2.133 -3.660 -0.24 0.25 -0.49 -0.397
C -4.611 -2.694 -2.481 2.77 -0.35 1.14 0.863
O -3.600 -3.133 -1.926 -1.04 0.29 -0.81 -0.579
O -5.783 -2.629 -1.914 -1.15 -0.40 0.08 -0.376
C -5.896 -3.177 -0.590 0.28 1.02 0.15 -0.437
H -2.740 -1.166 -3.660 -0.46 -0.53 -0.30 0.202
H -3.662 -1.336 -5.181 0.12 0.26 -0.52 0.268
H -2.825 -2.733 -4.507 0.42 -0.70 -0.08 0.341
H -4.950 -3.025 -0.048 -0.36 -0.48 -0.26 0.110
H -6.261 -4.203 -0.600 0.27 0.01 -0.10 0.283
H -6.627 -2.515 -0.148 -0.36 -0.15 0.34 0.258
C 2.135 0.661 -1.255 -1.27 -1.17 -0.37 -1.159
O 0.846 -0.013 -1.292 -0.29 -0.35 0.04 -0.172
C -0.117 0.301 -0.415 0.71 1.84 0.48 0.511
O -0.037 1.112 0.504 0.37 -1.06 -0.77 -0.494
O -1.221 -0.324 -0.748 -0.26 -0.35 0.41 -0.241
C -2.340 -0.096 0.160 0.12 -0.49 -0.52 -0.106
H 2.038 1.555 -1.856 0.31 0.34 0.29 0.432
H 2.842 -0.041 -1.670 0.02 -0.04 -0.49 0.255
H 2.402 0.758 -0.238 0.27 0.87 1.09 0.631
H -2.642 0.950 0.149 0.07 -0.09 0.02 0.549
H -2.133 -0.454 1.172 0.21 0.14 -0.35 -0.243
H -3.082 -0.740 -0.295 -0.46 0.10 0.15 -0.025
```
Forces are in eV/Å.

This record from the Open Molecules 2025 dataset describes C3H5NS3 in the gas phase at a distorted geometry. The level of theory is ωB97M-V/def2-TZVPD.

Computed properties:
**Relative energy (zero: lowest compared OMol25 entry of this formula, charge and spin)**: 33.08 kcal per mole
**Max |F|**: 1.6 eV/Å
**E**: -37186.024 eV
**LUMO**: -1.17 eV
**Kohn-Sham gap**: 7.567 eV
**SMILES**: CN(S)C(=S)C=S
**HOMO level**: -0.32120 Eh

```
12
Properties=species:S:1:pos:R:3:forces:R:3:mulliken_charge:R:1
C -0.258 -1.478 0.287 0.27 -0.21 -0.57 -0.844
N -0.566 -0.141 -0.229 -0.78 0.90 -0.10 -0.009
S -2.196 -0.009 -0.793 -0.47 0.66 0.05 -0.120
C 0.165 0.959 -0.076 -0.40 0.81 -0.39 0.599
S -0.383 2.564 -0.238 0.73 -1.44 0.14 -0.372
C 1.608 0.790 0.196 0.79 -0.31 -0.93 -0.531
S 2.691 0.155 -0.859 -1.01 0.40 0.89 -0.147
H -1.199 -2.028 0.190 0.38 -0.11 0.48 0.296
H 0.124 -1.432 1.307 -0.31 0.00 0.04 0.345
H 0.491 -1.984 -0.325 -0.05 0.17 -0.05 0.318
H -2.395 1.360 -0.578 0.55 -1.08 -0.02 0.132
H 1.920 1.242 1.116 0.32 0.22 0.47 0.332
```
Forces are in eV/Å.

This record from the Open Molecules 2025 dataset describes a molecular structure, C27H39InN2O5 at a distorted geometry. The level of theory is ωB97M-V/def2-TZVPD.

Computed properties:
**Relative energy (zero: lowest compared OMol25 entry of this formula, charge and spin)**: 0.00 kcal per mole
**Max |F|**: 2.1 eV/Å
**E**: -47020.582 eV
**LUMO**: -0.83 eV
**Kohn-Sham gap**: 6.505 eV
**HOMO level**: -0.26973 Eh

```
74
Properties=species:S:1:pos:R:3:forces:R:3:mulliken_charge:R:1
O 0.977 1.440 -0.326 -0.70 0.42 -0.89 -0.468
C 0.263 2.171 -1.391 -0.23 -0.55 0.17 -0.610
C 1.315 3.264 -1.444 -0.19 -0.22 0.04 -0.587
H -0.716 2.469 -1.005 0.05 0.01 -0.28 0.301
H 0.180 1.554 -2.291 -0.13 0.04 0.17 0.284
C 1.988 2.526 -0.276 0.59 0.18 0.48 1.493
H 0.914 4.252 -1.222 0.22 0.00 -0.06 0.035
H 1.898 3.248 -2.366 -0.04 0.17 0.15 0.407
C 1.892 3.253 1.048 0.13 0.04 0.29 -1.600
H 0.846 3.430 1.325 0.19 0.03 -0.10 0.359
H 2.412 4.218 0.975 -0.14 -0.15 -0.03 0.471
H 2.377 2.681 1.848 -0.18 0.07 -0.14 0.260
C 3.380 2.004 -0.546 0.35 -0.04 0.02 -1.488
H 3.465 1.580 -1.551 -0.04 0.02 0.22 0.342
H 3.683 1.247 0.189 -0.24 0.11 -0.22 0.109
H 4.099 2.830 -0.466 -0.18 -0.03 -0.05 0.473
In 0.056 -0.707 0.074 1.04 -0.94 0.28 1.660
C 2.309 -2.816 -0.940 -0.81 -0.34 -0.65 -0.434
C 1.037 -2.846 -1.544 0.92 -0.04 0.66 -0.581
C 0.833 -1.572 -2.201 -0.76 0.57 1.08 -0.949
H 0.358 -3.696 -1.574 0.14 0.48 0.30 0.616
C 2.076 -0.848 -2.104 1.12 -0.27 0.78 -0.431
C 2.958 -1.603 -1.297 -0.42 0.61 -1.00 -0.566
H 3.988 -1.333 -1.043 -0.51 -0.03 -0.03 0.415
H 2.710 -3.599 -0.297 -0.12 0.26 -0.29 0.397
H -0.019 -1.310 -2.828 0.38 -0.21 -0.17 0.603
H 2.314 0.062 -2.654 -0.17 -0.18 0.37 0.580
C 1.168 -2.168 2.520 -0.04 0.41 0.28 0.190
C 2.414 -1.536 2.304 -0.36 0.33 0.53 -1.141
C 2.225 -0.135 2.297 -0.23 -0.42 -0.04 -0.327
H 3.368 -2.050 2.193 -0.29 0.17 -0.02 0.416
C 0.827 0.122 2.453 0.36 0.12 -0.54 -0.717
C 0.170 -1.155 2.641 0.38 -0.70 -0.65 -0.840
H -0.858 -1.305 2.981 0.34 0.14 -0.26 0.562
H 0.995 -3.241 2.619 0.10 0.49 -0.18 0.283
H 3.017 0.617 2.266 -0.38 -0.33 -0.20 0.644
H 0.361 1.093 2.611 0.13 -0.25 -0.01 0.502
O -0.569 6.201 -1.917 -0.20 1.35 -0.61 -0.342
C 0.600 7.051 -1.993 0.51 -0.42 -0.15 -0.377
C 0.175 8.458 -2.447 -0.47 -0.34 0.59 -0.594
H 1.301 6.615 -2.731 -0.27 0.07 0.26 0.267
H 1.106 7.040 -1.012 -0.25 0.09 -0.35 0.285
C -1.144 8.191 -3.189 0.52 -0.74 -0.13 -0.500
H 0.933 8.941 -3.061 -0.04 -0.01 0.05 0.330
H -0.024 9.074 -1.564 0.10 0.04 -0.14 0.273
C -1.692 6.959 -2.453 -0.35 -0.06 0.44 -0.504
H -0.924 7.926 -4.228 -0.09 0.10 0.05 0.270
H -1.830 9.035 -3.175 -0.01 -0.06 0.02 0.327
H -2.294 6.294 -3.091 0.31 0.20 0.19 0.277
H -2.336 7.295 -1.616 0.28 -0.25 -0.21 0.263
C -1.238 -5.564 3.293 0.37 -0.14 0.10 -1.149
C -2.425 -4.763 2.796 -0.36 0.29 0.09 -0.843
C -2.540 -4.507 1.261 -0.11 -0.01 -0.18 2.124
C -2.826 -5.778 0.398 -0.35 0.30 -0.11 -0.872
C -1.723 -6.804 0.272 0.39 -0.20 -0.12 -1.032
C -3.801 -3.630 1.093 -0.44 -0.24 0.19 -0.430
O -4.933 -3.996 1.363 1.31 0.33 -0.28 -0.631
N -3.599 -2.331 0.618 -0.55 0.67 -0.01 0.107
C -2.400 -1.741 0.335 0.72 -0.48 0.13 0.312
O -2.284 -0.492 0.088 0.04 -1.30 0.15 -0.774
N -1.301 -2.512 0.342 -0.72 1.46 -0.17 -0.038
C -1.255 -3.808 0.761 1.67 -0.88 -0.05 -0.491
O -0.150 -4.372 0.746 -2.09 0.34 0.29 -0.525
H -1.290 -6.603 2.967 0.06 0.15 0.18 0.271
H -1.222 -5.556 4.389 -0.06 0.01 -0.16 0.385
H -0.294 -5.144 2.936 -0.16 -0.15 0.08 0.233
H -3.360 -5.244 3.129 0.21 0.22 -0.24 0.399
H -2.394 -3.773 3.282 -0.08 -0.20 -0.08 0.374
H -3.745 -6.251 0.780 0.26 0.30 -0.04 0.390
H -3.054 -5.415 -0.617 -0.11 -0.09 0.20 0.421
H -1.460 -7.237 1.234 0.02 -0.08 -0.19 0.210
H -2.050 -7.612 -0.388 -0.05 0.04 0.06 0.433
H -0.822 -6.359 -0.156 -0.10 -0.16 0.11 0.190
H -4.409 -1.728 0.579 -0.16 -0.10 0.06 0.300
```
Forces are in eV/Å.

This record from the Open Molecules 2025 dataset describes C2H2ClFS2 in the gas phase at a distorted geometry. The level of theory is ωB97M-V/def2-TZVPD.

Computed properties:
**Relative energy (zero: lowest compared OMol25 entry of this formula, charge and spin)**: 25.33 kcal per mole
**Max |F|**: 7.1 eV/Å
**E**: -39014.959 eV
**LUMO**: -0.38 eV
**Kohn-Sham gap**: 8.778 eV
**SMILES**: F[C@@H](Cl)C(=S)S
**HOMO level**: -0.33647 Eh

```
8
Properties=species:S:1:pos:R:3:forces:R:3:mulliken_charge:R:1
F -1.219 1.463 0.479 -2.12 3.32 1.01 -0.185
C -0.918 0.219 0.408 0.46 -2.73 2.45 0.143
Cl -1.792 -0.554 -0.843 -1.62 -0.95 -1.48 -0.104
C 0.514 0.248 -0.132 -1.56 -6.19 3.01 0.131
S 1.169 1.467 -0.697 2.76 4.91 -2.37 -0.265
S 1.183 -1.385 0.002 1.01 0.23 -0.50 -0.155
H -1.284 -0.382 1.449 1.79 1.67 -2.61 0.277
H 2.348 -1.077 -0.665 -0.71 -0.26 0.49 0.158
```
Forces are in eV/Å.

This record from the Open Molecules 2025 dataset describes a molecular structure, C35H39ClN5O6TcTe. The level of theory is ωB97M-V/def2-TZVPD.

Computed properties:
**Relative energy (zero: lowest compared OMol25 entry of this formula, charge and spin)**: 0.00 kcal per mole
**Max |F|**: 0.9 eV/Å
**⟨S²⟩**: 2.012
**E**: -78658.017 eV
**Charge**: +2
**LUMO (alpha / beta)**: -5.77 / -6.44 eV
**Multiplicity**: 3
**Kohn-Sham gap (alpha / beta)**: 7.975 / 7.300 eV
**HOMO level (alpha / beta)**: -0.50496 / -0.50492 Eh

```
88
Properties=species:S:1:pos:R:3:forces:R:3:mulliken_spin:R:1
Tc -1.662 -0.598 0.697 0.45 -0.74 0.05 1.871
O -3.732 -1.173 1.422 -0.08 -0.06 0.08 -0.006
C -4.435 -1.177 2.695 -0.03 0.04 -0.06 0.003
C -4.698 -2.588 3.182 -0.05 0.03 0.06 0.000
C -3.436 -3.471 3.241 0.02 -0.01 -0.02 0.001
C -2.302 -2.686 3.823 -0.01 0.04 -0.06 0.015
C -2.062 -2.581 5.188 0.02 -0.01 0.02 0.006
C -1.124 -1.671 5.650 -0.01 -0.01 0.01 0.001
C -0.432 -0.872 4.747 -0.02 -0.06 0.02 -0.001
C -0.730 -1.073 3.420 0.04 0.04 -0.27 -0.040
N -1.603 -1.946 2.954 -0.10 0.01 0.05 0.033
H -4.289 -1.563 0.740 -0.06 0.08 0.00 0.000
H -5.360 -0.615 2.566 0.00 -0.03 0.02 0.000
H -3.801 -0.610 3.370 -0.01 -0.02 0.01 0.000
H -5.452 -3.073 2.558 0.02 -0.01 -0.01 0.000
H -5.142 -2.498 4.176 0.02 -0.02 0.00 0.000
H -3.154 -3.788 2.236 -0.01 -0.01 0.01 0.002
H -3.640 -4.367 3.826 0.00 0.01 0.01 0.000
H -2.622 -3.195 5.880 0.00 0.00 0.01 0.000
H -0.937 -1.575 6.711 0.00 0.00 0.01 0.000
H 0.299 -0.143 5.066 0.00 0.01 0.01 0.000
H 0.134 0.594 2.570 0.01 -0.01 0.04 0.020
O -3.079 2.181 0.075 0.21 -0.10 0.23 -0.014
Cl -2.181 1.551 1.004 -0.76 0.36 0.10 -0.006
O -0.928 2.284 1.086 0.09 0.06 0.04 -0.015
O -2.769 1.390 2.326 0.19 0.25 -0.22 0.021
O -0.397 -0.087 -0.645 0.45 0.17 -0.04 0.144
N -3.078 -4.178 -2.945 0.00 0.04 0.00 -0.001
C -3.217 -2.895 -2.559 -0.01 -0.11 -0.07 -0.008
C -2.639 -2.399 -1.378 -0.02 0.02 -0.05 0.014
N -2.798 -1.123 -1.031 0.06 -0.03 -0.05 -0.030
C -3.509 -0.309 -1.814 0.00 -0.01 0.02 0.013
C -4.071 -0.827 -2.975 -0.03 0.09 -0.01 -0.006
N -3.933 -2.086 -3.348 0.02 0.02 0.05 0.009
H -2.570 -4.852 -2.405 0.00 0.00 0.01 0.000
H -3.528 -4.473 -3.795 0.00 0.00 0.00 0.000
H -2.041 -3.034 -0.729 -0.01 0.01 0.01 0.001
H -3.617 0.721 -1.507 0.00 -0.01 -0.02 0.001
H -4.655 -0.182 -3.620 -0.01 -0.02 -0.02 0.000
C 0.614 5.947 -4.435 0.03 -0.02 0.01 0.000
C 0.705 4.753 -3.531 0.00 0.02 0.01 0.001
C 1.110 4.891 -2.206 -0.02 -0.03 0.05 0.000
C 1.184 3.806 -1.344 -0.04 0.20 -0.07 -0.002
C 1.611 4.034 0.083 0.04 0.03 0.10 0.006
C 0.845 2.549 -1.867 -0.07 -0.13 0.03 0.017
Te 1.214 0.973 -0.587 -0.25 -0.15 0.27 -0.008
N -0.107 -0.359 2.309 -0.03 -0.02 0.02 -0.063
C 1.064 -1.167 1.880 -0.09 0.16 -0.15 0.030
O 0.821 -2.064 1.116 -0.01 -0.06 0.11 -0.004
C 2.390 -0.820 2.411 -0.10 -0.03 -0.05 -0.004
C 2.652 0.394 3.053 0.05 0.00 0.02 -0.002
C 3.933 0.671 3.500 -0.03 -0.02 -0.01 -0.001
C 4.945 -0.264 3.319 0.01 0.00 0.01 0.000
C 4.687 -1.472 2.681 -0.02 -0.01 -0.01 0.000
C 3.413 -1.750 2.219 0.07 0.04 -0.01 0.001
C 2.315 -0.291 -1.827 -0.06 -0.01 0.00 0.013
C 1.754 -1.454 -2.330 0.12 -0.14 0.00 0.000
C 2.534 -2.283 -3.122 -0.05 0.01 0.03 0.000
C 3.852 -1.939 -3.387 0.03 0.04 0.01 0.000
C 4.396 -0.776 -2.862 -0.01 -0.04 -0.02 0.001
C 3.639 0.077 -2.065 0.08 -0.05 -0.08 -0.011
C 4.233 1.339 -1.505 0.03 0.05 0.02 0.004
C 0.417 2.363 -3.185 0.00 0.12 -0.15 -0.003
C 0.015 1.041 -3.779 -0.04 -0.06 0.04 -0.001
C 0.358 3.489 -3.994 -0.02 -0.02 0.02 0.000
H 1.108 6.814 -4.002 0.00 0.00 0.00 0.000
H -0.430 6.208 -4.613 -0.01 -0.01 0.00 0.000
H 1.069 5.736 -5.403 -0.01 0.00 -0.01 0.000
H 1.368 5.873 -1.830 0.00 0.01 -0.01 0.000
H 1.729 5.101 0.262 0.01 0.00 0.00 0.000
H 2.573 3.569 0.316 0.02 -0.01 -0.05 -0.001
H 0.870 3.667 0.797 0.03 0.02 -0.09 -0.001
H 1.882 1.143 3.191 0.01 0.02 0.04 -0.003
H 4.143 1.611 3.991 0.00 0.00 0.01 0.000
H 5.942 -0.050 3.680 0.01 0.00 0.00 0.000
H 5.479 -2.195 2.548 0.01 0.00 0.00 0.000
H 3.194 -2.680 1.714 -0.01 -0.01 0.00 0.000
H 0.727 -1.711 -2.107 0.00 0.01 0.00 0.000
H 2.116 -3.193 -3.529 0.00 -0.01 -0.01 0.000
H 4.464 -2.582 -4.004 0.00 -0.01 -0.01 0.000
H 5.427 -0.521 -3.072 0.01 0.00 -0.01 0.000
H 5.291 1.413 -1.749 0.01 -0.02 0.00 0.000
H 4.162 1.375 -0.411 -0.03 -0.01 0.01 0.000
H 3.750 2.230 -1.915 -0.04 0.01 0.01 0.000
H -0.155 0.261 -3.038 -0.02 0.09 -0.01 0.003
H 0.775 0.687 -4.477 0.00 -0.02 0.01 0.000
H -0.913 1.166 -4.337 0.01 0.00 -0.04 0.001
H 0.024 3.373 -5.019 0.00 0.01 -0.01 0.000
```
Forces are in eV/Å.

Q: The lowest E belongs to which entry?
A: C35H39ClN5O6TcTe

Q: Among the records above, which one has the lowest max |F|?
A: C35H39ClN5O6TcTe

Q: What is the formula in the third record?
A: C27H39InN2O5